[1]
This record from the Open Molecules 2025 dataset describes 2 unconnected molecules or ions with the total composition C14H16ClO5. The level of theory is ωB97M-V with the def2-TZVPD basis set.

Summary:
Electronic energy, Eh: -1379.4557
Frontier orbital gap, eV: 5.8

```
! wB97M-V def2-TZVPD RIJCOSX def2/J DEFGRID3
* xyz -1 1
C 0.635 -2.358 -0.754
C 0.856 -1.504 -1.850
C 1.403 -0.229 -1.663
C 1.742 0.196 -0.357
C 1.887 1.705 -0.098
O 0.998 2.415 0.372
C 1.619 -0.690 0.720
C 1.131 -1.971 0.503
H 0.105 -3.309 -0.863
H 0.522 -1.824 -2.840
H 1.524 0.493 -2.483
H 2.770 2.160 -0.600
H 1.917 -0.390 1.727
H 1.024 -2.673 1.319
C 7.614 6.445 -1.086
C 6.134 6.248 -0.850
O 5.934 4.830 -0.570
C 4.678 4.441 -0.279
C 4.581 3.111 0.478
Cl 3.740 3.295 1.955
C 5.659 2.029 0.551
O 5.374 0.882 0.870
O 6.904 2.466 0.287
C 8.020 1.679 0.801
C 9.289 2.393 0.386
O 3.667 5.076 -0.544
H 7.741 7.511 -1.281
H 8.204 6.196 -0.193
H 7.963 5.894 -1.968
H 5.835 6.879 0.012
H 5.553 6.525 -1.748
H 8.002 1.628 1.909
H 7.981 0.663 0.370
H 10.116 1.800 0.781
H 9.396 2.435 -0.706
H 9.360 3.395 0.834
*
```

Atomic partial charges in e from the Löwdin method, atoms 1 to 4:
1. C -0.10
2. C -0.10
3. C -0.04
4. C -0.15

=====

[2]
This record from the Open Molecules 2025 dataset describes a molecular structure, C20H21NO7. The level of theory is ωB97M-V with the def2-TZVPD basis set.

Summary:
Electronic energy, Eh: -1355.4628
Frontier orbital gap, eV: 8.1

```
! wB97M-V def2-TZVPD RIJCOSX def2/J DEFGRID3
* xyz 0 1
C 0.612 6.241 -3.036
C 1.937 5.912 -2.601
H 2.341 6.637 -1.994
H 2.621 5.895 -3.527
O 1.907 4.899 -1.947
C 2.222 3.775 -2.493
O 2.297 3.733 -3.600
C 2.311 2.487 -1.679
H 2.028 2.845 -0.681
C 1.420 1.340 -2.014
N 1.834 0.108 -1.247
C 0.838 -0.302 -0.451
O 0.838 -1.099 0.459
C -0.574 0.250 -0.297
H -1.164 0.182 -1.411
H -0.555 1.462 0.063
O -1.521 -0.259 0.767
C -1.670 -1.555 0.434
O -1.550 -2.292 -0.742
C -2.173 -2.335 1.617
C -2.410 -1.779 2.682
C -2.742 -2.493 3.943
O -2.971 -2.139 5.029
C -3.192 -3.869 3.635
C -3.905 -4.935 4.242
C -4.299 -6.131 4.174
C -4.237 -6.380 2.893
C -3.501 -5.806 1.822
C -3.117 -4.265 2.286
O -2.683 -3.574 1.326
H -3.397 -6.078 0.789
H -4.467 -7.485 2.456
H -4.661 -6.763 4.911
H -4.090 -4.304 5.506
H -2.063 -0.724 2.956
C 3.163 -0.447 -1.158
C 3.856 0.758 -0.774
C 3.975 2.095 -1.301
H 4.487 2.852 -1.129
H 4.346 1.851 -2.546
H 4.980 0.482 -0.467
H 3.943 1.147 0.498
H 3.095 -1.055 -0.508
H 3.254 -0.448 -2.127
H 0.487 1.659 -2.202
H 1.659 0.999 -2.970
H -0.166 6.332 -2.166
H 0.396 7.215 -3.533
H 0.262 5.359 -3.887
*
```

Atomic partial charges in e from the Löwdin method, atoms 1 to 4:
1. C -0.07
2. C -0.48
3. H 0.12
4. H 0.17

=====

[3]
This record from the Open Molecules 2025 dataset describes a molecular structure, C42H43N8PS5Ti. The level of theory is ωB97M-V with the def2-TZVPD basis set.

Summary:
Electronic energy, Eh: -5245.7224
Frontier orbital gap, eV: 5.5

```
! wB97M-V def2-TZVPD RIJCOSX def2/J DEFGRID3
* xyz 2 1
Ti 0.939 1.284 0.112
C 2.634 0.439 0.778
C 3.616 -0.289 0.767
C 4.757 -1.138 0.694
C 5.162 -1.574 -0.574
C 6.248 -2.421 -0.700
C 6.930 -2.848 0.432
C 6.530 -2.420 1.691
C 5.450 -1.566 1.829
H 4.612 -1.243 -1.445
H 6.557 -2.755 -1.681
H 7.770 -3.521 0.330
H 7.060 -2.763 2.569
H 5.135 -1.234 2.810
N -4.540 2.689 -4.561
C -3.789 2.452 -3.726
C -2.851 2.169 -2.683
C -2.194 3.213 -2.022
C -1.286 2.902 -1.042
N -0.982 1.634 -0.695
C -1.643 0.640 -1.314
C -2.576 0.862 -2.312
H -2.395 4.241 -2.288
H -0.766 3.687 -0.506
H -1.360 -0.369 -1.059
H -3.066 0.029 -2.795
S 1.320 0.609 -2.350
P 2.599 2.187 -2.342
S 2.293 3.225 -0.637
C 2.324 3.354 -3.701
C 3.146 3.342 -4.825
C 2.965 4.298 -5.813
C 1.975 5.259 -5.680
C 1.151 5.266 -4.562
C 1.320 4.313 -3.573
C 4.287 1.555 -2.487
C 4.574 0.625 -3.485
C 5.882 0.207 -3.666
C 6.887 0.692 -2.838
C 6.590 1.589 -1.823
C 5.287 2.029 -1.645
H 3.933 2.608 -4.921
H 3.601 4.290 -6.687
H 1.848 6.011 -6.447
H 0.380 6.018 -4.462
H 0.688 4.328 -2.695
H 3.779 0.230 -4.108
H 6.119 -0.495 -4.454
H 7.908 0.364 -2.983
H 7.374 1.956 -1.174
H 5.042 2.738 -0.864
C 1.090 5.684 3.339
N 2.136 4.692 3.155
C 3.456 4.827 3.529
C 4.096 3.696 3.163
N 3.156 2.880 2.579
C 1.966 3.497 2.568
S 0.464 2.889 2.001
H 1.460 6.466 3.994
H 0.214 5.220 3.788
H 0.804 6.118 2.383
H 3.823 5.712 4.018
H 5.122 3.398 3.281
H 3.305 1.968 2.145
N 1.254 -2.058 -0.280
C 0.632 -1.657 0.826
N 0.074 -0.459 0.998
C -0.598 -0.410 2.238
C -1.468 0.580 2.684
C -2.016 0.479 3.949
C -1.727 -0.604 4.775
C -0.933 -1.639 4.318
C -0.403 -1.537 3.042
S 0.517 -2.741 2.175
H 1.376 -1.435 -1.063
H 1.717 -2.950 -0.304
H -1.741 1.397 2.032
H -2.688 1.251 4.299
H -2.148 -0.651 5.770
H -0.742 -2.508 4.933
C -5.046 1.752 0.838
N -5.231 0.707 1.829
C -5.743 1.188 3.106
C -4.659 -0.510 1.681
S -3.487 -0.779 0.481
N -5.039 -1.500 2.518
C -4.312 -2.762 2.540
C -6.402 -1.609 3.031
H -5.911 2.415 0.863
H -4.965 1.314 -0.151
H -4.141 2.336 1.041
H -5.282 2.154 3.321
H -5.487 0.499 3.907
H -6.825 1.330 3.082
H -3.243 -2.577 2.514
H -4.580 -3.391 1.687
H -4.567 -3.282 3.463
H -7.035 -0.819 2.638
H -6.415 -1.580 4.122
H -6.819 -2.565 2.711
*
```

Atomic partial charges in e from the Löwdin method, atoms 1 to 4:
1. Ti 0.54
2. C -0.19
3. C -0.06
4. C -0.24

=====

[4]
This record from the Open Molecules 2025 dataset describes a molecular structure, C46H46FN15O4P2SSe2Tc. The level of theory is ωB97M-V with the def2-TZVPD basis set.

Summary:
Electronic energy, Eh: -8967.2436
Frontier orbital gap (spin up / spin down), eV: 5.4 / 4.9

```
! wB97M-V def2-TZVPD RIJCOSX def2/J DEFGRID3
* xyz -2 2
Tc 0.367 -0.875 -0.648
Se 3.795 1.563 5.485
P 1.805 1.033 5.007
C 0.755 2.464 5.483
C -0.261 2.395 6.432
C -0.933 3.545 6.830
C -0.593 4.775 6.294
C 0.434 4.855 5.362
C 1.102 3.711 4.970
C 1.157 -0.327 6.057
C -0.164 -0.768 5.959
C -0.638 -1.757 6.797
C 0.209 -2.337 7.739
C 1.522 -1.914 7.831
C 1.994 -0.907 6.993
C 1.437 0.424 3.317
C 1.326 0.772 1.942
N 0.870 -0.347 1.340
N 0.761 -1.316 2.232
N 1.073 -0.878 3.411
P 1.569 2.445 1.185
Se 1.939 3.243 -0.757
C 0.106 3.327 1.861
C -0.914 2.668 2.537
C -2.043 3.355 2.961
C -2.160 4.715 2.727
C -1.149 5.382 2.045
C -0.035 4.691 1.602
C 3.114 2.889 2.046
C 4.150 1.962 1.986
C 5.432 2.329 2.366
C 5.682 3.607 2.837
C 4.648 4.534 2.905
C 3.377 4.183 2.488
H -0.528 1.454 6.887
H -1.719 3.471 7.570
H -1.122 5.669 6.602
H 0.717 5.809 4.940
H 1.934 3.783 4.282
H -0.815 -0.355 5.200
H -1.660 -2.099 6.699
H -0.157 -3.125 8.385
H 2.192 -2.369 8.550
H 3.019 -0.566 7.059
H -0.841 1.604 2.722
H -2.831 2.819 3.474
H -3.037 5.252 3.064
H -1.240 6.442 1.838
H 0.718 5.189 1.004
H 3.969 0.965 1.604
H 6.230 1.602 2.298
H 6.681 3.886 3.149
H 4.838 5.537 3.268
H 2.588 4.926 2.495
N 3.015 -3.305 -0.787
C 3.403 -1.982 -0.826
N 4.672 -1.616 -0.840
N 4.616 -0.267 -0.929
N 3.397 0.134 -0.962
N 2.575 -0.946 -0.900
C 1.739 -3.753 -0.493
N 1.483 -5.038 -0.296
N 0.152 -5.071 -0.110
N -0.350 -3.890 -0.192
N 0.647 -3.003 -0.444
H 3.753 -3.970 -0.626
C -2.938 0.721 0.356
C -2.729 -0.254 -0.820
C -2.492 0.594 -2.075
C -1.531 -1.112 -0.419
C -3.940 -1.168 -1.007
C -4.671 -1.630 0.088
C -5.735 -2.506 -0.066
C -6.102 -2.951 -1.327
C -5.388 -2.506 -2.428
C -4.325 -1.628 -2.266
H -2.109 1.426 0.354
H -2.937 0.211 1.320
H -3.880 1.269 0.250
H -1.684 1.294 -1.880
H -3.403 1.136 -2.347
H -2.192 -0.011 -2.933
H -1.853 -1.998 0.140
H -4.391 -1.318 1.084
H -6.273 -2.850 0.810
H -6.930 -3.638 -1.449
H -5.653 -2.847 -3.422
H -3.786 -1.294 -3.142
C -0.712 -2.919 -10.743
C -0.250 -2.412 -9.383
S -0.263 -3.747 -8.204
O 0.694 -4.730 -8.644
O -1.636 -4.128 -7.973
C 0.369 -2.987 -6.732
C -0.621 -2.013 -6.103
N -0.050 -1.413 -4.910
C -0.260 -1.828 -3.636
N 0.333 -1.002 -2.780
C 0.942 -0.024 -3.493
C 0.714 -0.259 -4.818
N 1.208 0.466 -5.937
O 1.027 -0.021 -7.067
O 1.793 1.516 -5.719
C -1.019 -3.046 -3.266
H -0.687 -2.103 -11.464
H -1.730 -3.301 -10.686
H -0.062 -3.717 -11.097
H -0.910 -1.638 -8.996
H 0.769 -2.029 -9.408
H 1.284 -2.473 -7.025
H 0.614 -3.809 -6.058
H -1.545 -2.519 -5.840
H -0.846 -1.205 -6.793
H 1.493 0.773 -3.015
H -0.412 -3.939 -3.436
H -1.943 -3.138 -3.838
H -1.255 -3.015 -2.204
F 0.135 1.096 -0.857
*
```

Atomic partial charges in e from the Löwdin method, atoms 1 to 4:
1. Tc 1.33
2. Se 0.32
3. P 0.59
4. C -0.33

=====

Calculated values (eV) of ΔE to the lowest compared entry with this formula, charge and spin for the records, taken in order: 0.000 20.314 0.750 1.105.